Entry 1:
This record from OMol25 describes a cluster of 6 separate species, C44H90F12N5O8PS4 in total at a distorted geometry. The level of theory is ωB97M-V/def2-TZVPD.

Positions of all 164 atoms, in Å:
C 0.6194 7.5267 -2.8527
C 1.4898 6.4049 -2.3461
C 1.1921 6.2462 -0.8791
N 2.2116 5.3420 -0.1900
C 2.3720 3.9447 -0.7193
C 1.8793 5.2276 1.3212
C 3.1787 4.8076 1.9602
C 4.2784 5.2256 0.9909
C 3.6119 5.9999 -0.1682
H 0.8072 7.6810 -3.9074
H 0.7966 8.4385 -2.2830
H -0.4254 7.2266 -2.8193
H 2.5608 6.6824 -2.4669
H 1.2880 5.5001 -2.8980
H 0.1918 5.9783 -0.5842
H 1.4010 7.2206 -0.4274
H 2.9163 3.3669 0.0255
H 2.7919 3.9318 -1.7261
H 1.3768 3.5034 -0.7823
H 1.0194 4.5378 1.3296
H 1.5150 6.2195 1.6113
H 3.2777 3.7436 2.2103
H 3.2432 5.3238 2.9095
H 4.8211 4.3699 0.5921
H 5.0289 5.8714 1.4205
H 4.1569 5.9875 -1.1144
H 3.4618 7.0593 -0.0496
C 4.3714 -2.7069 4.0832
C 3.9102 -1.5464 3.2795
C 2.4331 -1.4533 3.3341
N 1.8920 -0.1130 2.8870
C 2.5228 0.3379 1.6022
C 2.1448 1.0247 3.8979
C 0.8382 1.8596 3.8530
C -0.0977 1.1961 2.8069
C 0.3786 -0.2166 2.7497
H 4.0238 -2.6018 5.0979
H 5.4683 -2.7845 4.0536
H 3.8662 -3.5882 3.6807
H 4.3181 -1.4449 2.2754
H 4.3338 -0.6987 3.8501
H 2.0632 -1.5217 4.3706
H 1.9374 -2.1455 2.6686
H 1.9900 1.2166 1.2178
H 2.5220 -0.4956 0.9097
H 3.5395 0.6072 1.8597
H 3.0526 1.5375 3.6120
H 2.2282 0.5852 4.8771
H 1.0678 2.8826 3.6373
H 0.3282 1.6799 4.7757
H -0.0633 1.7644 1.8666
H -1.0874 1.3025 3.2021
H 0.1513 -0.8537 1.8829
H 0.1532 -0.7653 3.6525
C 5.6618 -4.6856 -3.2846
C 5.3959 -3.2464 -3.6104
C 3.9803 -2.9887 -3.9993
N 3.6179 -1.5321 -4.2649
C 4.6801 -0.9093 -5.1729
C 3.5099 -0.6809 -3.0206
C 2.6094 0.4988 -3.4425
C 1.6043 -0.2385 -4.3431
C 2.2067 -1.4717 -4.9329
H 6.6959 -4.9393 -2.9995
H 5.4636 -5.2825 -4.1685
H 5.0027 -5.0152 -2.4731
H 6.0516 -2.9736 -4.4606
H 5.7054 -2.5654 -2.8090
H 3.3181 -3.3378 -3.2220
H 3.7885 -3.5796 -4.8901
H 5.6063 -0.8803 -4.5916
H 4.4141 0.0461 -5.5624
H 4.7074 -1.5951 -6.0175
H 4.5512 -0.4868 -2.6944
H 2.9819 -1.2462 -2.2510
H 3.2640 1.1708 -4.0139
H 2.1877 1.0433 -2.5876
H 1.3254 0.4209 -5.1744
H 0.6839 -0.4307 -3.8199
H 2.4255 -1.5012 -5.9861
H 1.5980 -2.2966 -4.5952
C -2.1577 -2.3205 -6.4085
C -1.5939 -2.1281 -4.9462
C -2.6823 -2.4686 -3.8525
C -2.2236 -2.1985 -2.4553
P -3.0891 -3.0436 -1.0836
C -2.3701 -2.6242 0.5080
C -3.0938 -3.2996 1.6855
C -2.5465 -2.7618 2.9878
C -2.6686 -1.2812 3.0979
C -4.8031 -2.5568 -1.0564
C -4.9503 -0.9927 -0.8675
C -6.3968 -0.6336 -0.6706
C -6.5939 0.7941 -0.1537
C -3.0846 -4.8574 -1.3450
C -1.6242 -5.4599 -1.4496
C -1.5867 -6.9187 -2.0348
C -2.2802 -8.0139 -1.2790
H -2.3050 -3.3887 -6.6134
H -1.5112 -1.9336 -7.1754
H -3.1077 -1.8002 -6.4611
H -1.4041 -1.0686 -4.8107
H -0.6794 -2.6627 -4.7126
H -3.0630 -3.5055 -3.9238
H -3.5679 -1.8562 -4.0401
H -2.1957 -1.1556 -2.1123
H -1.2309 -2.6017 -2.2922
H -2.4618 -1.5314 0.5170
H -1.3058 -2.8846 0.4278
H -2.8837 -4.3537 1.6092
H -4.1898 -3.1968 1.7042
H -1.4962 -3.0402 3.1504
H -3.1163 -3.2820 3.7479
H -2.1528 -0.7518 2.3149
H -2.3445 -0.8985 4.0615
H -3.7160 -0.9715 3.0649
H -5.3348 -3.1729 -0.2924
H -5.2745 -2.9960 -1.9527
H -4.4630 -0.4983 -1.7305
H -4.2995 -0.7508 -0.0276
H -6.8412 -1.3753 -0.0007
H -6.9583 -0.7346 -1.6190
H -6.2149 0.9226 0.8916
H -7.6411 1.0689 -0.1090
H -6.0178 1.5221 -0.7023
H -3.6334 -5.1073 -2.2604
H -3.6014 -5.3082 -0.5030
H -1.1927 -5.5214 -0.4291
H -1.0099 -4.7538 -2.0093
H -0.5371 -7.1102 -2.2711
H -2.0247 -6.8599 -3.0278
H -3.3631 -7.9048 -1.1979
H -1.8058 -8.2754 -0.3377
H -2.0791 -8.8813 -1.8949
C -0.1206 -0.4139 7.4808
F 0.4967 -0.6963 8.6303
F 0.5093 0.5793 6.8980
F 0.1011 -1.5300 6.7414
S -2.0032 -0.2147 7.9813
O -2.4911 -1.3801 7.2467
O -2.0715 -0.1058 9.4252
N -2.4052 1.2437 7.4567
S -2.8259 1.7793 5.9854
O -1.9657 1.2908 4.9267
O -4.2014 1.8119 5.7527
C -2.2758 3.5267 6.3940
F -2.8759 3.9478 7.5132
F -0.8762 3.5640 6.4539
F -2.6431 4.4262 5.4078
C -1.0720 2.1809 -3.0901
F 0.1312 2.6214 -3.4176
F -1.9597 3.1316 -3.2541
F -1.3850 1.1606 -3.8873
S -1.0779 1.5759 -1.1930
O -2.2504 0.6871 -1.2431
O 0.2517 0.9400 -0.9865
N -1.2010 2.9142 -0.4093
S -2.3227 3.9979 0.0428
O -1.5820 5.1431 0.3768
O -3.3790 4.1632 -0.8300
C -2.9371 3.4457 1.7147
F -3.2070 2.0385 1.6940
F -1.9529 3.7349 2.5889
F -4.0244 4.0987 2.1877

Frontier orbital gap   7.10 eV
E_LUMO   -4.8718 eV
Total charge   +2
2S+1   1

Atomic partial charges in e from the Löwdin method, atoms 1 to 6:
1 C -0.080
2 C -0.237
3 C -0.121
4 N -0.236
5 C 0.022
6 C -0.065

---

Entry 2:
This record from OMol25 describes a cluster of 12 separate species, C44H94ClIN12O17S in total at a distorted geometry. The level of theory is ωB97M-V/def2-TZVPD.

Positions of all 170 atoms, in Å:
C -1.0368 -0.7439 -3.2365
C -0.0038 -0.5013 -3.8479
C 1.4253 -0.6209 -4.4619
C 2.4782 -1.3326 -3.4761
I 3.0929 -3.1942 -4.4430
O 3.6541 -0.5367 -3.3042
C 3.4722 0.4396 -2.2386
C 3.8318 -0.3412 -0.8610
O 4.4010 0.5167 0.1120
C 3.6503 0.4549 1.3730
C 3.7374 -1.0068 2.0486
C 2.3195 -1.5658 2.4983
C 1.4963 -2.2891 1.3469
C 2.3104 -3.3541 0.5037
S 2.5489 -4.9682 1.3933
O 1.5314 -5.2044 2.4278
O 2.4501 -6.0253 0.3643
Cl 4.4992 -4.9813 2.0900
O 4.8330 -1.3733 -1.2334
N 6.0606 -0.7946 -1.0504
O 6.8838 -1.2963 -1.7368
H -2.0375 -0.8407 -2.7655
H 1.3650 -1.1412 -5.4577
H 1.8322 0.4275 -4.6450
H 1.9151 -1.5563 -2.5222
H 2.3698 0.7191 -2.1319
H 4.1108 1.3542 -2.3875
H 2.8660 -0.8212 -0.5231
H 2.5702 0.6895 1.0803
H 4.0327 1.2620 2.0814
H 4.3520 -1.7197 1.4278
H 4.3277 -0.8459 3.0126
H 1.7040 -0.6469 2.7878
H 2.3810 -2.1793 3.4573
H 1.0023 -1.5409 0.6433
H 0.6387 -2.8455 1.8387
H 3.2866 -2.9734 0.0761
H 1.6689 -3.6252 -0.4012
C -0.3642 -9.3644 4.7603
N 0.3887 -8.1419 4.9515
C 1.4774 -7.8353 4.0383
C 0.1089 -7.2738 5.9574
O 0.7005 -6.2336 6.1728
H 0.3142 -10.2180 4.8347
H -0.8245 -9.3504 3.7689
H -1.1455 -9.4628 5.5147
H 2.4064 -7.7454 4.6064
H 1.2760 -6.8812 3.5451
H 1.5794 -8.6211 3.2894
H -0.7334 -7.6026 6.5895
C 4.1790 -7.5409 -6.0988
N 4.0202 -6.5946 -7.1847
C 4.6960 -6.8480 -8.4430
C 3.2583 -5.4773 -7.0612
O 3.0841 -4.6457 -7.9305
H 5.2379 -7.6135 -5.8391
H 3.8148 -8.5197 -6.4209
H 3.6173 -7.2229 -5.2199
H 5.3689 -6.0164 -8.6631
H 3.9541 -6.9174 -9.2416
H 5.2651 -7.7758 -8.3898
H 2.7906 -5.3816 -6.0670
C -3.1897 -2.4861 1.7561
N -2.5223 -1.7001 0.7384
C -2.9414 -0.3280 0.5151
C -1.5205 -2.1983 -0.0158
O -0.9287 -1.5791 -0.8901
H -4.2529 -2.5543 1.5152
H -3.0662 -1.9953 2.7243
H -2.7701 -3.4918 1.8087
H -3.2700 -0.2196 -0.5209
H -2.0906 0.3367 0.6846
H -3.7559 -0.0598 1.1879
H -1.2736 -3.2463 0.2249
C -2.8795 4.6004 -3.6956
N -3.1308 3.2241 -4.0642
C -2.5457 2.7059 -5.2897
C -3.8960 2.4021 -3.2990
O -4.1473 1.2379 -3.5517
H -3.2540 5.2571 -4.4855
H -1.8029 4.7488 -3.5785
H -3.3780 4.8497 -2.7578
H -3.3448 2.3606 -5.9500
H -1.9018 1.8591 -5.0471
H -1.9622 3.4766 -5.7926
H -4.2849 2.8910 -2.3941
C -7.9024 4.0107 -0.2081
N -6.9393 2.9393 -0.0556
C -7.3147 1.7561 0.6997
C -5.6985 3.0046 -0.5952
O -4.8447 2.1418 -0.5049
H -8.1806 4.3850 0.7801
H -8.7901 3.6242 -0.7145
H -7.4848 4.8292 -0.7952
H -6.6289 1.6338 1.5411
H -7.2351 0.8787 0.0544
H -8.3356 1.8483 1.0691
H -5.5169 3.9433 -1.1465
C 3.9475 6.3376 2.7972
N 3.6705 4.9863 3.2432
C 3.6670 4.7009 4.6657
C 3.4147 3.9813 2.3720
O 3.1752 2.8253 2.6807
H 4.9414 6.6304 3.1468
H 3.1982 7.0119 3.2179
H 3.9167 6.4047 1.7103
H 4.4178 3.9373 4.8809
H 2.6857 4.3161 4.9523
H 3.8877 5.6029 5.2356
H 3.4418 4.3053 1.3191
C -3.2875 4.4775 3.2316
N -3.6504 3.1149 3.5700
C -3.7841 2.7506 4.9673
C -3.8683 2.1717 2.6215
O -4.1751 1.0102 2.8389
H -2.3185 4.7096 3.6779
H -4.0444 5.1574 3.6294
H -3.2238 4.6063 2.1503
H -3.0823 1.9458 5.1973
H -4.7998 2.3908 5.1491
H -3.5789 3.6093 5.6046
H -3.7407 2.5513 1.5955
C -2.8287 5.2317 9.8948
N -2.1604 5.4398 8.6257
C -0.7145 5.5627 8.6040
C -2.8435 5.5234 7.4572
O -2.3421 5.6968 6.3612
H -2.6081 6.0721 10.5574
H -2.4612 4.3066 10.3451
H -3.9079 5.1582 9.7591
H -0.4429 6.5326 8.1818
H -0.2968 4.7769 7.9708
H -0.3096 5.4753 9.6117
H -3.9336 5.4172 7.5856
C 6.0968 9.3576 -1.4555
N 4.7251 8.9196 -1.2915
C 3.7253 9.3665 -2.2441
C 4.3460 8.1054 -0.2765
O 3.2125 7.7023 -0.0836
H 6.1320 10.4487 -1.4087
H 6.4655 9.0226 -2.4279
H 6.7333 8.9462 -0.6717
H 2.9436 9.9145 -1.7136
H 3.2753 8.4966 -2.7270
H 4.1777 10.0107 -2.9972
H 5.1807 7.8253 0.3882
C -1.5853 -2.2287 -8.5511
N -0.8234 -1.0455 -8.2079
C 0.3539 -0.7161 -8.9896
C -1.1762 -0.2351 -7.1772
O -0.5796 0.7697 -6.8385
H -0.9392 -3.1063 -8.4701
H -1.9470 -2.1360 -9.5784
H -2.4377 -2.3502 -7.8823
H 1.2261 -0.6920 -8.3329
H 0.2243 0.2732 -9.4345
H 0.5080 -1.4544 -9.7760
H -2.0827 -0.5753 -6.6500
C -1.1207 -6.4469 2.0958
N -2.3885 -6.6163 1.4106
C -2.4195 -7.3571 0.1637
C -3.5463 -6.1036 1.8990
O -4.6390 -6.2097 1.3745
H -0.4279 -5.9220 1.4383
H -0.7154 -7.4311 2.3415
H -1.2458 -5.8725 3.0149
H -2.8035 -6.7109 -0.6287
H -3.0893 -8.2133 0.2711
H -1.4201 -7.7038 -0.0981
H -3.4105 -5.5604 2.8496

Frontier orbital gap   8.32 eV
E_LUMO   -0.0931 eV
Structure (SMILES)   C#CC[C@@H](I)OC[C@H](OCCCCCS(=O)(=O)Cl)ON=O.CN(C)C=O.CN(C)C=O.CN(C)C=O.CN(C)C=O.CN(C)C=O.CN(C)C=O.CN(C)C=O.CN(C)C=O.CN(C)C=O.CN(C)C=O.CN(C)C=O
2S+1   1

Atomic partial charges in e from the Löwdin method, atoms 1 to 6:
1 C 0.078
2 C -0.115
3 C -0.222
4 C -0.712
5 I 0.945
6 O -0.250